Computed, not measured: a molecular structure, C2F6IrNO2S2 at a distorted geometry, with wB97M-V/def2-TZVPD.

XYZ file:
```
14
Properties=species:S:1:pos:R:3:mulliken_charge:R:1
O -1.182 1.503 0.996 -0.541
F 2.331 1.281 -0.340 -0.226
F 0.551 1.736 -1.468 -0.176
F -1.181 -0.484 -1.383 -0.146
Ir 1.184 -1.132 2.175 1.220
N 0.093 -0.756 0.592 -0.521
S 0.083 0.784 0.941 1.145
C 1.110 1.776 -0.274 0.722
C -0.916 -1.522 -0.552 0.402
F -0.026 -2.444 -0.986 -0.158
S -2.275 -2.145 0.432 0.201
F 1.162 3.030 0.140 -0.178
F -1.878 -2.449 -2.462 -0.072
O 0.943 0.822 2.190 -0.672
```

Summary:
Kohn-Sham gap (alpha / beta) in eV: 7.80 / 6.88
Largest force on an atom in eV/Å: 5.50
HOMO (alpha / beta) in eV: -14.31 / -14.68
Electronic energy in eV: -48454.3070
2S+1: 6
Total charge: +1